# 1
50
Properties=species:S:1:pos:R:3:lowdin_charge:R:1 method="wB97M-V/def2-TZVPD" lumo_ev=-0.282 homo_energy_ev=-9.8526 e_above_lowest_kcal_mol=69.50 fmax_ev_per_a=3.6 charge=0
O -2.422 0.639 -0.609 -0.094
C -3.733 0.110 -0.525 -0.219
C -3.821 -1.457 -0.461 -0.242
O -5.154 -1.889 -0.229 -0.061
H -1.853 0.045 -1.052 0.005
H -4.224 0.623 0.314 0.114
H -4.266 0.509 -1.437 0.127
H -3.094 -1.872 0.274 0.122
H -3.558 -1.848 -1.438 0.108
H -5.302 -1.688 0.693 0.075
O 1.307 -1.494 2.089 -0.106
C 1.335 -2.343 3.228 -0.181
C 1.032 -1.403 4.449 -0.252
O 0.783 -2.153 5.622 -0.080
H 0.492 -0.999 2.019 0.012
H 0.565 -3.104 3.099 0.122
H 2.354 -2.711 3.327 0.127
H 0.154 -0.733 4.252 0.110
H 1.889 -0.700 4.621 0.132
H 0.713 -1.447 6.293 0.094
O 0.830 0.309 -0.841 -0.017
H 0.287 0.970 -1.208 0.002
H 0.441 0.335 0.039 0.038
O 3.778 0.299 -2.199 -0.036
H 3.306 -0.450 -1.799 0.027
H 4.673 0.008 -2.223 0.041
O 0.142 2.835 0.718 -0.043
H 0.110 3.649 0.178 0.034
H 0.333 3.149 1.600 0.051
O 2.727 -2.214 -0.166 -0.039
H 1.956 -2.065 0.365 -0.018
H 2.359 -2.425 -1.021 0.024
O -0.907 -1.607 -1.383 -0.078
H -0.118 -0.993 -1.388 0.004
H -0.781 -2.193 -2.138 0.054
O -0.844 0.029 1.736 -0.013
H -1.430 -0.385 2.387 0.084
H -1.376 0.686 1.396 -0.004
O 0.387 4.364 -1.810 -0.009
H -0.431 4.825 -1.888 0.037
H 0.243 3.590 -2.311 -0.038
O 0.149 1.913 -3.147 -0.022
H -0.705 2.263 -3.410 0.084
H 0.786 2.199 -3.808 0.092
O 3.071 2.036 -0.171 -0.048
H 3.038 1.403 -0.863 -0.053
H 2.208 2.127 0.204 -0.028
O 0.932 -0.658 -3.723 -0.047
H 0.647 -0.196 -4.503 0.024
H 0.982 0.117 -3.147 -0.016


# 2
53
Properties=species:S:1:pos:R:3:lowdin_charge:R:1 method="wB97M-V/def2-TZVPD" lumo_ev=0.631 homo_energy_ev=-8.3055 e_above_lowest_kcal_mol=64.18 fmax_ev_per_a=0.6 charge=0
C -6.586 -1.585 2.101 0.119
C -6.126 -1.773 1.012 -0.117
C -5.536 -1.944 -0.302 -0.184
N -4.329 -1.159 -0.448 0.080
C -3.134 -1.718 -0.722 -0.428
O -2.975 -2.903 -0.947 0.072
C -2.002 -0.743 -0.743 -0.163
C -0.756 -1.148 -0.985 0.046
C 0.423 -0.226 -0.938 -0.203
C 1.570 -0.866 -0.205 -0.243
C 1.417 -1.540 0.959 -0.342
S 2.893 -2.112 1.650 1.051
C 3.795 -1.423 0.332 -0.474
C 5.171 -1.458 0.164 -0.087
C 5.712 -0.859 -0.954 -0.083
C 4.890 -0.242 -1.897 -0.081
C 3.524 -0.205 -1.731 -0.037
C 2.947 -0.790 -0.600 -0.225
C 0.017 1.079 -0.228 -0.181
C 1.058 2.194 -0.404 -0.127
C 1.318 2.980 0.882 -0.161
C 2.118 2.189 1.923 -0.260
O 3.458 1.972 1.549 -0.054
C -1.353 1.529 -0.748 -0.328
O -1.711 2.696 -0.104 -0.071
C -2.850 3.355 -0.637 -0.243
C -2.991 4.696 0.062 -0.062
O -2.364 0.557 -0.506 0.019
H -7.002 -1.448 3.054 0.017
H -6.268 -1.658 -1.069 0.130
H -5.249 -2.991 -0.454 0.127
H -4.359 -0.178 -0.218 0.139
H -0.589 -2.194 -1.184 0.134
H 0.743 0.003 -1.963 0.153
H 0.496 -1.749 1.468 0.088
H 5.795 -1.946 0.896 0.109
H 6.780 -0.873 -1.105 0.103
H 5.335 0.211 -2.771 0.103
H 2.901 0.266 -2.477 0.110
H -0.120 0.864 0.836 0.158
H 1.998 1.765 -0.755 0.096
H 0.711 2.885 -1.174 0.124
H 0.363 3.280 1.314 0.111
H 1.885 3.881 0.640 0.118
H 2.170 2.761 2.852 0.120
H 1.625 1.230 2.138 0.108
H 3.478 1.424 0.756 0.059
H -1.306 1.687 -1.848 0.182
H -3.746 2.742 -0.478 0.119
H -2.715 3.493 -1.721 0.127
H -2.098 5.294 -0.100 0.077
H -3.115 4.544 1.130 0.078
H -3.854 5.227 -0.328 0.076


# 3
57
Properties=species:S:1:pos:R:3:mulliken_spin:R:1 method="wB97M-V/def2-TZVPD" lumo_ev="-4.135 / -3.879" homo_energy_ev="-10.6014 / -10.6099" multiplicity=3 fmax_ev_per_a=0.4 charge=+1
V -0.440 0.053 0.413 2.029
C 2.659 1.977 -2.328 0.003
C 1.700 1.082 -3.050 0.011
N 1.830 0.899 -4.339 -0.002
C 0.973 0.088 -4.994 0.004
C -0.067 -0.564 -4.390 -0.007
C -1.000 -1.422 -5.207 0.001
O -1.120 -2.749 -4.709 0.000
C -0.237 -0.382 -2.991 0.019
C -1.373 -0.964 -2.335 0.059
N -1.726 -0.837 -1.088 -0.005
C -3.001 -1.374 -0.742 -0.037
C -4.089 -1.290 -1.610 -0.004
C -5.319 -1.825 -1.267 0.000
C -5.501 -2.442 -0.039 0.003
C -4.446 -2.501 0.860 0.002
C -3.226 -1.964 0.498 0.011
I -1.652 -1.982 1.890 -0.013
C 0.672 0.430 -2.308 0.016
O 0.638 0.592 -1.007 -0.050
H 3.337 2.428 -3.047 0.000
H 3.233 1.412 -1.592 0.000
H 2.128 2.759 -1.783 0.000
H 1.147 -0.026 -6.057 0.000
H -0.669 -1.417 -6.248 0.000
H -2.010 -1.009 -5.195 0.000
H -0.309 -3.231 -4.904 0.000
H -2.018 -1.571 -2.964 0.003
H -3.975 -0.768 -2.552 0.000
H -6.145 -1.742 -1.960 0.000
H -6.461 -2.857 0.233 0.000
H -4.578 -2.955 1.832 0.001
O 2.524 2.108 4.508 -0.001
C 1.490 2.943 4.335 -0.003
C 1.454 4.088 5.130 0.000
C 0.418 4.988 5.012 -0.001
C -0.614 4.778 4.095 0.000
C -0.588 3.654 3.304 0.002
C 0.456 2.722 3.404 -0.007
C 0.444 1.557 2.537 -0.004
O -0.529 1.440 1.633 0.003
N 1.378 0.655 2.606 0.019
N 1.200 -0.307 1.616 -0.080
C 2.102 -1.222 1.543 -0.008
S 3.390 -1.370 2.694 0.010
C 4.251 -2.676 1.768 0.000
C 3.216 -3.514 1.044 0.004
S 2.073 -2.362 0.228 0.021
H 2.429 1.356 3.893 -0.001
H 2.259 4.241 5.836 0.000
H 0.408 5.870 5.639 0.000
H -1.423 5.489 4.008 0.000
H -1.374 3.473 2.584 0.001
H 4.809 -3.271 2.491 0.000
H 4.947 -2.210 1.073 0.001
H 2.654 -4.146 1.730 0.000
H 3.668 -4.131 0.270 0.000


# 4
49
Properties=species:S:1:pos:R:3:lowdin_charge:R:1 method="wB97M-V/def2-TZVPD" lumo_ev=0.448 homo_energy_ev=-8.8214 e_above_lowest_kcal_mol=0.68 fmax_ev_per_a=0.7 charge=0
C -0.856 -2.375 -4.802 -0.002
N -0.052 -2.973 -3.750 0.025
C 0.237 -2.235 -2.623 -0.366
O -0.181 -1.083 -2.505 0.040
C 1.038 -2.899 -1.623 -0.048
C 1.368 -2.253 -0.445 -0.003
N 1.034 -1.014 -0.164 0.044
C 1.258 -0.359 1.095 -0.177
C -0.014 -0.320 1.951 -0.159
C -1.178 0.437 1.277 -0.226
N -0.925 1.802 0.878 -0.036
C -0.536 2.759 1.904 -0.378
C -0.128 4.059 1.207 -0.162
C 0.222 5.146 2.217 -0.205
C -0.958 5.409 3.146 -0.211
C -1.359 4.122 3.857 -0.203
C -1.708 3.031 2.850 -0.158
C 1.510 -4.258 -1.800 -0.398
O 2.186 -4.855 -0.984 0.061
N 1.133 -4.860 -2.994 0.024
C 1.562 -6.223 -3.255 -0.003
C 0.368 -4.271 -3.976 -0.450
O 0.074 -4.858 -4.992 0.102
H -1.109 -1.365 -4.490 0.086
H -1.760 -2.965 -4.955 0.099
H -0.290 -2.357 -5.733 0.099
H 1.955 -2.807 0.280 0.148
H 0.457 -0.560 -0.879 0.116
H 1.603 0.662 0.900 0.119
H 2.045 -0.892 1.634 0.125
H -0.341 -1.342 2.152 0.114
H 0.228 0.149 2.906 0.103
H -1.486 -0.103 0.378 0.114
H -2.027 0.435 1.965 0.107
H -0.260 1.829 0.113 0.102
H 0.324 2.406 2.506 0.141
H -0.960 4.388 0.582 0.123
H 0.729 3.873 0.554 0.113
H 0.497 6.062 1.690 0.108
H 1.085 4.830 2.809 0.113
H -0.694 6.175 3.878 0.107
H -1.803 5.779 2.562 0.114
H -2.215 4.305 4.509 0.108
H -0.529 3.784 4.484 0.113
H -1.975 2.119 3.386 0.105
H -2.568 3.335 2.251 0.126
H 0.692 -6.864 -3.396 0.099
H 2.142 -6.552 -2.395 0.086
H 2.169 -6.253 -4.159 0.099


# 5
87
Properties=species:S:1:pos:R:3:lowdin_charge:R:1 method="wB97M-V/def2-TZVPD" lumo_ev=-4.228 homo_energy_ev=-11.7484 fmax_ev_per_a=4.8 charge=+1
Na -0.410 0.302 0.418 0.977
C 2.997 -4.663 -8.255 -0.061
C 1.652 -5.378 -8.436 -0.341
O 0.866 -4.627 -7.575 0.173
C 1.544 -4.049 -6.644 -0.561
O 1.148 -3.522 -5.605 0.128
O 2.839 -4.077 -6.999 0.074
F 1.637 -6.626 -8.042 0.128
H 3.027 -3.828 -8.955 0.141
H 3.890 -5.284 -8.339 0.148
H 1.352 -5.307 -9.481 0.172
C -3.454 0.437 9.945 0.017
C -3.140 1.906 9.675 -0.303
O -3.247 1.977 8.238 0.112
C -3.036 0.760 7.692 -0.554
O -2.824 0.507 6.479 0.093
O -2.933 -0.080 8.666 0.087
F -1.919 2.335 10.015 0.096
H -4.527 0.254 10.003 0.142
H -2.973 0.122 10.871 0.145
H -3.849 2.645 10.048 0.167
C -5.447 6.183 -4.791 -0.057
C -4.665 5.579 -5.949 -0.290
O -4.306 4.303 -5.361 0.141
C -4.528 4.306 -4.061 -0.546
O -4.354 3.312 -3.343 0.112
O -4.892 5.538 -3.642 0.077
F -3.571 6.247 -6.293 0.107
H -6.534 6.118 -4.760 0.145
H -5.195 7.244 -4.790 0.141
H -5.315 5.503 -6.821 0.170
O -1.939 -5.693 0.595 0.077
C -2.287 -6.773 1.016 -0.491
O -2.697 -7.860 0.304 -0.031
C -2.667 -7.964 -1.130 -0.202
C -1.398 -8.689 -1.573 -0.072
C -2.418 -7.029 2.554 0.022
H -2.747 -6.993 -1.618 0.118
H -3.557 -8.530 -1.404 0.120
H -0.511 -8.061 -1.658 0.073
H -1.360 -9.039 -2.604 0.073
H -1.172 -9.568 -0.970 0.079
H -3.424 -7.426 2.691 0.080
H -2.254 -6.109 3.115 0.079
H -1.721 -7.806 2.868 0.080
O 3.579 2.749 -2.811 0.077
C 4.397 3.241 -3.563 -0.476
O 4.292 4.263 -4.499 -0.029
C 3.157 5.115 -4.530 -0.223
C 3.336 6.256 -3.476 -0.057
C 5.689 2.452 -3.730 0.009
H 2.199 4.623 -4.357 0.113
H 3.079 5.544 -5.529 0.118
H 4.368 6.580 -3.609 0.075
H 3.191 5.890 -2.460 0.071
H 2.685 7.111 -3.653 0.072
H 6.324 2.662 -2.869 0.086
H 6.267 2.788 -4.590 0.079
H 5.496 1.382 -3.807 0.088
O -0.713 5.422 2.788 0.033
C -0.722 6.279 3.712 -0.473
O -1.834 6.987 4.102 -0.020
C -3.173 6.741 3.640 -0.229
C -4.134 7.411 4.616 -0.075
C 0.480 6.596 4.508 0.010
H -3.508 5.713 3.502 0.118
H -3.391 7.188 2.669 0.120
H -5.155 7.098 4.399 0.077
H -4.070 8.476 4.393 0.076
H -3.963 7.192 5.670 0.079
H 1.395 6.273 4.012 0.096
H 0.348 6.143 5.490 0.098
H 0.438 7.667 4.703 0.093
O 3.192 -2.992 2.873 0.037
C 3.734 -4.101 3.100 -0.513
O 4.209 -4.933 2.200 0.011
C 4.425 -4.483 0.878 -0.228
C 5.255 -5.548 0.108 -0.055
C 3.726 -4.658 4.503 0.019
H 4.886 -3.496 0.876 0.124
H 3.536 -4.396 0.253 0.117
H 5.297 -5.334 -0.960 0.078
H 4.812 -6.538 0.221 0.077
H 6.213 -5.508 0.626 0.075
H 3.349 -5.678 4.422 0.087
H 2.960 -4.096 5.038 0.086
H 4.671 -4.677 5.046 0.091


# 6
10
Properties=species:S:1:pos:R:3:lowdin_charge:R:1 method="wB97M-V/def2-TZVPD" lumo_ev=-6.274 homo_energy_ev=-16.0621 e_above_lowest_kcal_mol=113.08 fmax_ev_per_a=6.9 charge=+1
C -0.492 1.101 0.707 0.098
N 0.095 -0.250 0.209 -0.031
N 0.423 -0.379 -1.389 0.214
C 0.770 -1.167 0.658 -0.211
O 1.228 -2.154 0.554 0.394
H -0.542 1.869 -0.087 0.120
H -1.542 0.788 1.045 0.135
H 0.068 1.048 1.588 0.079
H -0.110 0.449 -1.496 0.056
H 0.102 -1.305 -1.788 0.148